Entry 1:
The following is a DFT calculation (ωB97M-V with the def2-TZVPD basis set) of a structure of composition C23H21FO4S in a non-equilibrium geometry.

Structure (XYZ):
```
50
C23H21FO4S ωB97M-V with the def2-TZVPD basis set
S 0.17 -0.53 3.09
F -0.20 0.08 -0.18
O 2.59 -0.02 -0.17
O 2.55 0.62 2.03
O 0.11 1.14 3.11
O 0.76 -0.99 4.34
C -2.24 -0.53 4.50
C -2.78 4.47 4.86
C 0.08 1.55 1.71
C 2.89 4.05 1.33
C -3.79 -0.79 2.18
C 4.73 1.38 2.90
C -1.38 4.60 4.85
C -1.65 -0.68 3.25
C -2.40 -0.88 2.10
C -4.41 -0.59 3.42
C 1.99 3.26 2.05
C 0.50 3.30 0.12
C 0.89 2.78 1.36
C -1.30 3.07 3.06
C -3.42 3.62 3.96
C 1.97 0.29 0.84
C -3.64 -0.48 4.57
C 2.65 4.36 -0.01
C -0.61 3.81 3.95
C 1.42 4.04 -0.60
C 3.96 0.30 2.17
C -2.65 2.88 3.01
C 0.51 0.49 0.90
H -1.61 -0.44 5.38
H 3.40 4.88 -0.61
H 4.82 2.29 2.29
H -3.37 5.07 5.56
H -1.88 -1.09 1.16
H 4.05 -0.67 2.68
H 3.80 4.39 1.83
H 5.75 0.97 3.02
H 1.18 4.30 -1.64
H -5.49 -0.54 3.47
H -3.11 2.20 2.29
H 4.31 1.64 3.88
H -4.12 -0.33 5.54
H -4.51 3.53 3.95
H -0.96 1.77 1.45
H -0.47 3.00 -0.28
H -0.87 5.28 5.54
H 0.48 3.79 4.05
H -4.37 -0.89 1.27
H 2.15 3.04 3.11
H 4.35 0.21 1.16
```

Values from the calculation:
E_HOMO   -6.418 eV
Frontier orbital gap   3.87 eV
Relative energy (zero: lowest compared OMol25 entry of this formula, charge and spin)   7.237 eV
E_LUMO   -2.550 eV
Electronic energy   -1687.74959 Ha

---

Entry 2:
The following is a DFT calculation (ωB97M-V with the def2-TZVPD basis set) of a structure of composition C7H19Ag3FO6P in a non-equilibrium geometry.

Structure (XYZ):
```
37
C7H19Ag3FO6P ωB97M-V with the def2-TZVPD basis set
Ag -4.45 2.54 -1.10
Ag -1.99 3.76 -3.26
Ag -1.91 0.00 -2.65
P 2.39 2.23 1.03
F -2.30 2.10 -1.57
O 3.14 2.23 2.42
O 3.34 1.42 0.09
O 2.01 3.56 0.53
O 1.07 1.32 1.28
O -0.45 -2.04 -2.18
O -2.49 -1.26 -0.67
C -1.64 -2.82 -2.26
C 4.03 0.25 0.58
C 2.46 2.83 3.54
C 0.53 -2.57 -1.27
C -2.41 -2.65 -0.90
C 0.22 1.05 0.20
C -3.37 -0.88 0.38
H 1.51 -2.15 -1.43
H -4.38 -1.28 0.24
H -1.49 -3.89 -2.41
H -3.35 0.21 0.30
H 0.14 1.96 -0.42
H 3.42 -0.30 1.30
H -0.76 0.76 0.57
H 2.32 3.89 3.37
H 0.16 -2.18 -0.30
H 0.69 0.32 -0.48
H 4.22 -0.36 -0.31
H 4.99 0.55 0.99
H -1.93 -3.19 -0.09
H -3.37 -3.15 -1.07
H -2.33 -2.45 -3.02
H 3.17 2.68 4.35
H 1.53 2.36 3.87
H -3.14 -1.18 1.41
H 0.47 -3.64 -1.07
```

Values from the calculation:
E_HOMO   -14.644 eV
Frontier orbital gap   5.18 eV
Charge   +2
Relative energy (zero: lowest compared OMol25 entry of this formula, charge and spin)   0.527 eV
E_LUMO   -9.468 eV
Electronic energy   -1611.03599 Ha